8
Properties=species:S:1:pos:R:3:forces:R:3 method="wB97M-V/def2-TZVPD" total_charge=+1 e_homo_ev=-14.312 smiles="[NH2+]=C(I)NI" orbital_gap_ha=0.2832
N 0.0306 -1.2030 -0.0796 -0.5775 -0.7256 -0.0614
C 0.3278 0.0469 0.0324 3.9963 0.8046 -0.0796
I 2.8217 0.4463 0.0181 -3.0986 -0.3972 0.0697
N -0.4259 1.0826 0.0968 -1.0295 0.5413 0.0299
I -2.5119 1.0201 0.0058 0.5791 -0.0485 0.0400
H -0.9432 -1.4974 -0.1322 0.1365 -0.0178 0.0279
H 0.7475 -1.9172 -0.1260 -0.1163 0.2259 0.0121
H -0.0465 2.0216 0.1847 0.1100 -0.3828 -0.0385


9
Properties=species:S:1:pos:R:3:forces:R:3 method="wB97M-V/def2-TZVPD" e_homo_ev=-10.157 smiles="COP(=O)(I)I" orbital_gap_ha=0.3305
C -0.0738 0.2288 1.3112 -1.3492 3.0203 0.0639
O 0.8235 0.4616 0.2580 -0.1824 -0.7427 -2.4551
P 0.4127 -0.1682 -1.2048 1.7326 1.2093 1.1701
O 1.6148 -0.1166 -2.0335 -0.4311 -0.5170 -0.3963
I -1.3061 1.2985 -2.0099 -0.1995 -0.1185 0.0279
I -0.5801 -2.3528 -0.7981 0.1356 0.2702 -0.2090
H 0.2860 0.9879 2.1118 -1.0308 -1.8855 -0.8937
H -0.0421 -0.8126 1.4495 -0.0251 -1.1568 1.5525
H -1.1349 0.4733 0.9157 1.3498 -0.0792 1.1397


7
Properties=species:S:1:pos:R:3:forces:R:3 method="wB97M-V/def2-TZVPD" e_homo_ev=-9.196 smiles=CP(I)I orbital_gap_ha=0.3016
C -0.0876 0.0634 -0.2430 0.4091 1.1559 -1.5547
P -1.8029 -0.2652 -1.0267 0.3390 0.1000 1.1941
I -1.9494 -2.7551 -0.9979 0.2056 0.7263 0.1292
I -3.5099 0.3521 0.8971 1.2183 -0.3593 -0.9970
H 0.7877 -0.3738 -0.7876 -1.0954 0.3723 -0.4716
H 0.1217 -0.3122 0.6940 -0.4390 -1.1679 2.3643
H 0.1297 1.1592 -0.0962 -0.6376 -0.8272 -0.6642


11
Properties=species:S:1:pos:R:3:forces:R:3 method="wB97M-V/def2-TZVPD" e_homo_ev=-9.227 orbital_gap_ha=0.2832
C 0.9925 0.6901 0.0039 -0.0549 0.7712 -1.7727
Si 0.5563 2.4894 0.0371 -1.4088 -0.0663 0.2101
Si 6.2216 0.5660 0.4759 0.1433 -0.1681 0.8913
I 2.6429 3.7815 0.1567 -0.4238 -0.2632 -0.0240
I -0.8123 3.2215 -1.9465 0.6013 -0.2503 0.8400
I -0.8051 2.7306 2.1638 0.5606 0.1488 -0.8814
I 5.5872 -1.2230 2.1493 0.1608 0.3718 -0.1846
I 5.0276 -0.2781 -1.4271 -0.3637 -0.1588 -0.7131
H 1.6249 0.6214 0.8174 1.4917 -0.4152 1.9319
H 0.3935 -0.1842 -0.0476 -1.5104 -0.1818 0.3826
H 1.6020 0.5407 -0.8649 0.8039 0.2120 -0.6800